one) Formula: C3H3Br2F
Source: OMol25
Level of theory: wB97M-V/def2-TZVPD

spin multiplicity: 1
gap between HOMO and LUMO: 10.6992 eV
LUMO level: 0.0179 Eh

Last column: natural (NBO) charge in e.
Geometry (Å):
C1 0.7002 0.1721 0.6306  -0.471
C2 -0.6175 -0.4957 0.3463  0.158
C3 -0.0035 0.2949 -0.7308  -0.210
F1 -0.6981 -1.8346 0.1923  -0.322
Br1 0.7915 -0.5244 -2.2395  0.134
Br2 -0.7561 2.0829 -1.1456  0.037
H1 0.4814 0.8005 1.4061  0.238
H2 1.5164 -0.4958 0.5803  0.242
H3 -1.4143 0.0001 0.9604  0.194


two) Formula: C3H3Br2F
Source: OMol25
Level of theory: wB97M-V/def2-TZVPD

SMILES: C=C(Br)[C@H](F)Br
spin multiplicity: 1
gap between HOMO and LUMO: 10.1774 eV
LUMO level: -0.0003 Eh

Last column: natural (NBO) charge in e.
Geometry (Å):
C1 -0.3621 0.1172 0.9370  -0.395
C2 0.5169 0.5823 0.0635  -0.103
Br1 1.2203 2.4216 -0.2066  0.048
C3 1.4487 -0.4297 -0.7588  0.186
F1 0.7730 -1.4870 -1.1534  -0.318
Br2 3.1540 -1.0060 0.2566  -0.068
H1 -1.0025 0.6147 1.6190  0.223
H2 -0.6382 -0.9293 1.1491  0.234
H3 1.8641 0.2008 -1.5855  0.193


Computed energies relative to the best structure, in kJ/mol: one) 15.2; two) 0.0


one) Formula: C6H12N2O3S
Source: OMol25
Level of theory: wB97M-V/def2-TZVPD

spin multiplicity: 1
gap between HOMO and LUMO: 9.5741 eV
LUMO level: 0.0112 Eh

Last column: natural (NBO) charge in e.
Geometry (Å):
C1 1.3491 1.5733 -0.5782  -0.179
C2 0.9664 0.8441 0.9476  0.706
C3 0.2138 2.3979 -1.0121  -0.498
C4 -0.5362 -1.1718 1.4223  -0.197
C5 -0.0510 -2.4402 0.6957  0.786
C6 -2.0491 -1.1528 1.7632  -0.624
H1 2.4367 0.1530 -1.3935  0.353
H2 0.9434 -0.2595 -1.6965  0.373
H3 2.1915 2.2055 -0.5595  0.223
H4 -0.5606 2.5590 -0.3306  0.235
H5 0.4412 3.3409 -1.6277  0.243
H6 -0.4224 1.9342 -3.4569  0.170
H7 -0.2814 -0.0125 -0.5097  0.432
H8 0.0058 -0.9824 2.2686  0.248
H9 -2.6836 -0.6624 0.8544  0.234
H10 -2.4829 -0.5147 2.8619  0.238
H11 -2.4643 -2.2796 1.9336  0.229
H12 0.5949 -2.7983 -0.9592  0.506
N1 1.6123 0.6039 -1.6602  -0.817
N2 -0.2847 0.1170 0.6281  -0.739
O1 1.7130 0.8057 1.9061  -0.569
O2 0.1833 -3.5945 1.1585  -0.578
O3 0.1188 -2.0666 -0.5757  -0.679
S1 -0.9539 1.4008 -2.0802  -0.095


two) Formula: C6H12N2O3S
Source: OMol25
Level of theory: wB97M-V/def2-TZVPD

SMILES: CCOC(=O)N(C)[C@H](S)C(N)=O
spin multiplicity: 1
gap between HOMO and LUMO: 9.4486 eV
LUMO level: 0.0215 Eh

Last column: natural (NBO) charge in e.
Geometry (Å):
C1 2.9770 -1.0440 -1.4550  -0.637
C2 2.0653 0.0398 -2.0592  -0.078
O1 0.7779 0.0713 -1.4210  -0.536
C3 0.6168 0.9850 -0.4071  0.904
O2 1.4270 1.8050 -0.1127  -0.618
N1 -0.4774 0.6821 0.3898  -0.496
C4 -1.0020 1.8187 1.0537  -0.426
C5 -1.3526 -0.3539 -0.0949  -0.239
S1 -2.7814 0.2893 -0.9482  -0.091
C6 -2.0645 -1.1358 1.4569  0.697
N2 -1.1596 -1.2182 2.4059  -0.830
O3 -3.1873 -1.5841 1.4960  -0.605
H1 3.7045 -0.5451 -0.9096  0.212
H2 2.2844 -1.7226 -0.8072  0.215
H3 3.5622 -1.6608 -2.1670  0.218
H4 1.9808 -0.0840 -3.0567  0.187
H5 2.5186 1.0061 -1.7548  0.212
H6 -1.4248 2.7332 0.5472  0.213
H7 -1.8733 1.3278 1.6363  0.207
H8 -0.1676 2.2003 1.6033  0.226
H9 -0.8019 -1.0028 -0.6571  0.233
H10 -3.9229 -0.4401 -0.3760  0.200
H11 -0.1758 -0.8098 2.3049  0.424
H12 -1.5232 -1.3574 3.3326  0.407


Computed energies relative to the best structure, in kJ/mol: one) 215.4; two) 0.0


one) Formula: C3H8NS
Source: OMol25
Level of theory: wB97M-V/def2-TZVPD

spin multiplicity: 1
charge: +1
gap between HOMO and LUMO: 8.9664 eV
LUMO level: -0.2118 Eh

Last column: natural (NBO) charge in e.
Geometry (Å):
C1 0.8653 -0.9433 0.9126  -0.455
C2 0.5614 0.5608 1.2386  -0.436
C3 -0.4947 -0.3282 0.6944  0.044
N1 -0.1076 0.5110 -1.8395  -1.043
S1 -2.0368 -0.7648 0.4774  0.494
H1 1.5454 -1.2257 0.0520  0.286
H2 0.9699 -1.8031 1.5232  0.280
H3 0.3909 0.9760 2.3331  0.291
H4 0.9389 1.2430 0.5068  0.289
H5 -0.4251 -0.3102 -2.1742  0.361
H6 0.8381 0.5135 -1.9238  0.360
H7 -0.3527 1.2464 -2.4422  0.384
H8 -2.6929 0.3245 0.6416  0.145


two) Formula: C3H8NS
Source: OMol25
Level of theory: wB97M-V/def2-TZVPD

spin multiplicity: 1
charge: +1
gap between HOMO and LUMO: 6.4033 eV
LUMO level: -0.1957 Eh

Last column: natural (NBO) charge in e.
Geometry (Å):
C1 -3.4264 -2.6692 -0.8275  -0.394
C2 2.0296 1.1003 0.1190  0.329
C3 1.0518 0.2963 0.8175  -0.727
N1 1.8373 2.3860 0.0216  -0.602
S1 -2.2633 -1.4928 -0.8383  -0.019
H1 -3.6524 -3.1722 0.1155  0.204
H2 -3.9301 -3.0259 -1.7751  0.217
H3 2.8165 0.4651 -0.4215  0.264
H4 0.3651 1.0551 1.3409  0.237
H5 1.5339 -0.4552 1.4129  0.286
H6 0.2750 -0.2773 0.0799  0.334
H7 1.0644 2.7758 0.5352  0.428
H8 2.2985 3.0141 -0.5801  0.443


Computed energies relative to the best structure, in kJ/mol: one) 106.5; two) 0.0


one) Formula: C18H21NO2
Source: OMol25
Level of theory: wB97M-V/def2-TZVPD

SMILES: Cc1cc(C)c([C@@H](C)[C@H](c2ccccc2)[N+](=O)[O-])c(C)c1
spin multiplicity: 1
gap between HOMO and LUMO: 8.2035 eV
LUMO level: -0.0044 Eh

Last column: natural (NBO) charge in e.
Geometry (Å):
C1 5.2114 -0.9674 -1.3797  -0.633
C2 3.7373 -0.6720 -1.3185  0.031
C3 3.2959 0.6554 -1.3084  -0.230
C4 1.9629 0.9676 -1.1207  0.074
C5 1.5892 2.4059 -1.0657  -0.657
C6 1.0055 -0.1084 -0.9925  -0.118
C7 -0.3914 0.1700 -0.5686  -0.123
C8 -1.5656 -0.6589 -1.0121  -0.629
C9 -0.9101 0.0185 1.1740  -0.144
C10 -2.2182 0.3414 1.8100  -0.017
C11 -2.7669 1.6340 1.6067  -0.202
C12 -4.1406 1.8873 1.7034  -0.223
C13 -5.0132 0.8683 2.0904  -0.198
C14 -4.4925 -0.3805 2.5061  -0.225
C15 -3.1198 -0.6267 2.3949  -0.213
N1 0.1150 0.9897 1.6342  0.491
O1 1.2961 0.6748 1.8971  -0.351
O2 -0.2310 2.2288 1.5247  -0.461
C16 1.4389 -1.4472 -1.1983  0.044
C17 0.5226 -2.6397 -1.2297  -0.632
C18 2.7940 -1.6974 -1.3667  -0.233
H1 5.4005 -2.0577 -1.4159  0.216
H2 5.6715 -0.4946 -2.2699  0.222
H3 5.7255 -0.5350 -0.4992  0.225
H4 4.0219 1.4621 -1.3546  0.207
H5 2.4929 2.9970 -1.1496  0.216
H6 0.9126 2.6920 -1.8732  0.218
H7 1.1152 2.6671 -0.1237  0.251
H8 -0.6044 1.2284 -0.4587  0.231
H9 -2.4714 -0.0268 -0.9041  0.232
H10 -1.5174 -1.0440 -2.0191  0.216
H11 -1.6241 -1.4785 -0.2839  0.198
H12 -0.6746 -1.0556 1.2905  0.230
H13 -2.0930 2.4520 1.2859  0.259
H14 -4.5319 2.9064 1.4436  0.221
H15 -6.0784 1.0522 2.1389  0.215
H16 -5.1799 -1.1532 2.8853  0.223
H17 -2.7032 -1.5950 2.6843  0.213
H18 1.1266 -3.5486 -1.2931  0.218
H19 -0.0700 -2.7423 -0.3167  0.209
H20 -0.1605 -2.6292 -2.0916  0.223
H21 3.1225 -2.7401 -1.4558  0.204


two) Formula: C18H21NO2
Source: OMol25
Level of theory: wB97M-V/def2-TZVPD

SMILES: O=C(CCCOc1ccccc1)NCCc1ccccc1
spin multiplicity: 1
gap between HOMO and LUMO: 9.2649 eV
LUMO level: 0.0296 Eh

Last column: natural (NBO) charge in e.
Geometry (Å):
O1 0.0581 -3.5757 -0.0821  -0.641
C1 -0.2782 -2.5875 0.5371  0.679
C2 -1.7384 -2.2114 0.7473  -0.503
C3 -2.5309 -2.3645 -0.5520  -0.421
C4 -2.2920 -1.2276 -1.5503  -0.061
O2 -2.9935 -0.0507 -1.1956  -0.503
C5 -2.4473 0.8947 -0.3834  0.313
C6 -1.1030 1.0035 -0.0432  -0.350
C7 -0.6761 2.0319 0.7804  -0.133
C8 -1.5704 2.9646 1.2707  -0.272
C9 -2.9093 2.8682 0.9233  -0.187
C10 -3.3456 1.8460 0.1072  -0.264
N1 0.6171 -1.7699 1.1367  -0.623
C11 2.0351 -2.0578 1.1134  -0.213
C12 2.7208 -1.6038 -0.1848  -0.454
C13 2.6535 -0.1179 -0.3979  0.074
C14 3.2649 0.7542 0.4963  -0.256
C15 3.2048 2.1223 0.3025  -0.207
C16 2.5320 2.6412 -0.7916  -0.226
C17 1.9251 1.7833 -1.6915  -0.188
C18 1.9869 0.4142 -1.4940  -0.258
H1 -1.8391 -1.2058 1.1557  0.218
H2 -2.1330 -2.9182 1.4823  0.238
H3 -2.2353 -3.3051 -1.0202  0.235
H4 -3.5994 -2.4027 -0.3335  0.214
H5 -2.7126 -1.5118 -2.5199  0.198
H6 -1.2218 -1.0454 -1.6826  0.171
H7 -0.3725 0.3065 -0.4216  0.222
H8 0.3731 2.1000 1.0294  0.208
H9 -1.2288 3.7614 1.9135  0.212
H10 -3.6182 3.5937 1.2941  0.213
H11 -4.3838 1.7577 -0.1722  0.223
H12 0.3139 -0.9025 1.5483  0.407
H13 2.1449 -3.1427 1.1969  0.225
H14 2.4948 -1.5802 1.9804  0.196
H15 2.2468 -2.1240 -1.0183  0.226
H16 3.7660 -1.9188 -0.1369  0.218
H17 3.8023 0.3574 1.3463  0.208
H18 3.6863 2.7863 1.0060  0.214
H19 2.4830 3.7093 -0.9423  0.217
H20 1.3999 2.1802 -2.5476  0.216
H21 1.5197 -0.2525 -2.2064  0.213


Computed energies relative to the best structure, in kJ/mol: one) 537.1; two) 0.0